1.
# C22H26F2N3O2Se4Ta

A molecular structure, C22H26F2N3O2Se4Ta (ωB97M-V/def2-TZVPD, OMol25).

Structure (XYZ):
```
60
Properties=species:S:1:pos:R:3:nbo_charge:R:1
Ta -0.18450 0.42760 0.59934 1.863
C 2.16315 -1.68844 1.90396 -0.427
N 1.96977 -1.12656 0.55426 -0.448
C 3.19867 -0.39341 0.15796 -0.229
C 3.37924 0.94298 0.83346 -0.431
C 2.53138 2.04261 0.18912 -0.232
N 1.19210 1.65295 -0.31101 -0.784
C 0.91651 2.47527 -1.50914 -0.122
C -0.50161 2.92388 -1.75289 -0.114
C -0.80822 4.18027 -2.25213 -0.163
C -2.11275 4.49798 -2.59831 -0.233
C -3.11368 3.54445 -2.46273 -0.189
C -2.82253 2.28762 -1.95923 -0.267
C -1.51728 1.99116 -1.58924 0.386
O -1.19120 0.79248 -1.05532 -0.827
C 1.87030 -2.27744 -0.38107 -0.220
C 1.38639 -1.92601 -1.78500 -0.429
C -0.14353 -1.77910 -1.88583 -0.234
N -0.71362 -1.60786 -0.56414 -0.493
C -1.54204 -2.48691 -0.15395 0.191
C -2.09660 -2.58884 1.16834 -0.173
C -3.07879 -3.55591 1.42135 -0.152
C -3.55428 -3.76066 2.69435 -0.259
C -3.01477 -3.00990 3.74194 -0.151
C -2.03359 -2.06757 3.51836 -0.269
C -1.56950 -1.82211 2.22120 0.384
O -0.63338 -0.91761 1.98901 -0.796
H 3.06982 -2.30549 1.92848 0.181
H 1.30503 -2.30013 2.16849 0.221
H 2.24468 -0.89188 2.63857 0.236
H 3.16396 -0.23397 -0.91737 0.218
H 4.05705 -1.04461 0.36859 0.187
H 4.42519 1.23947 0.72824 0.226
H 3.19451 0.85987 1.90108 0.229
H 3.10861 2.40704 -0.65981 0.202
H 2.43404 2.88418 0.88463 0.211
H 1.53222 3.37818 -1.46794 0.220
H -0.01756 4.90930 -2.38411 0.214
H -2.34753 5.48177 -2.98172 0.216
H -4.13179 3.78549 -2.73949 0.215
H -3.59290 1.54089 -1.81599 0.225
H 1.20917 -3.02408 0.05964 0.210
H 2.86658 -2.73088 -0.44768 0.196
H 1.69458 -2.72989 -2.45509 0.227
H 1.88858 -1.02602 -2.13702 0.222
H -0.57414 -2.66807 -2.35631 0.187
H -0.41688 -0.91736 -2.49253 0.222
H -1.84075 -3.27861 -0.84880 0.173
H -3.45939 -4.14213 0.59213 0.208
H -4.32258 -4.49713 2.88428 0.218
H -3.37139 -3.17094 4.75145 0.217
H -1.61936 -1.48573 4.32815 0.241
Se 0.87166 1.63829 2.71221 -0.288
Se -0.62415 1.14245 4.41078 -0.008
Se -2.35611 2.41130 3.53435 -0.015
Se -2.38149 1.64373 1.33242 -0.194
F 2.65019 1.28659 -2.67755 -0.362
C 1.34811 1.71559 -2.76617 0.574
F 1.29589 2.52961 -3.85517 -0.342
H 0.72053 0.84224 -2.95339 0.132
```

Charge: 0
E_HOMO: -0.2612 Eh
Frontier orbital gap: 6.693 eV
Strongest force on any atom: 0.7 eV/A
Lowest unoccupied orbital energy: -0.41 eV
Energy above the lowest of the compared OMol25 structures with the same formula, charge and spin: 0.0 kJ/mol

=====

2.
# C32H23Br2F5N5O2SSeTeTl

A molecular structure, C32H23Br2F5N5O2SSeTeTl at a distorted geometry (ωB97M-V/def2-TZVPD, OMol25).

Structure (XYZ):
```
73
Properties=species:S:1:pos:R:3:mulliken_charge:R:1
Tl 0.61390 -1.65110 -0.63580 1.019
O 0.32330 2.89890 -0.41450 -0.683
C 0.08850 1.72170 -0.91650 0.151
N -0.61460 0.75810 -0.38510 -0.271
C -1.19240 0.89100 0.82080 0.236
O -1.12200 1.90210 1.54970 -0.468
C -2.00820 -0.26240 1.25100 0.329
C -3.11520 -0.04130 2.06810 -0.644
C -3.88810 -1.12880 2.43680 -0.519
C -3.51080 -2.38670 1.99730 -0.948
C -2.37470 -2.50790 1.20720 -0.412
N -1.65070 -1.47180 0.82380 0.291
C 0.59940 1.45830 -2.26830 0.774
C 1.01980 2.49640 -3.09800 -0.406
C 1.44910 2.18900 -4.37720 -0.702
C 1.45540 0.86340 -4.77920 -1.047
C 1.03580 -0.10310 -3.87190 0.451
N 0.62100 0.18140 -2.65520 0.219
H -3.35070 0.96050 2.39120 0.492
H -4.76400 -0.99590 3.05370 0.450
H -4.06880 -3.26680 2.27150 0.442
H -2.03930 -3.47330 0.86520 0.648
H 0.98630 3.51520 -2.74520 0.556
H 1.78340 2.97330 -5.04110 0.489
H 1.77950 0.58370 -5.76910 0.501
H 1.03560 -1.15270 -4.13770 -0.138
Br 0.65470 -3.00790 2.81840 -0.112
C 1.71210 -1.51800 3.42900 -0.374
Br 0.63870 0.05770 3.80130 -0.076
H 2.40890 -1.24910 2.63850 0.262
H 2.21470 -1.80910 4.34720 0.441
F -1.40560 -5.54790 -4.11550 -0.211
C -1.14720 -4.61880 -3.21180 0.881
C -0.65580 -5.01390 -1.90570 -1.326
F -0.81620 -4.00450 -0.93910 0.219
C 0.71140 -5.07490 -2.37270 0.791
F 1.27150 -6.26600 -2.59370 -0.248
C 1.35630 -3.93620 -3.00980 -0.495
Se 3.07450 -3.47440 -2.93250 -0.028
C 0.37950 -3.45190 -3.98200 0.964
F 0.71270 -3.62970 -5.26980 -0.335
C -1.00580 -3.23870 -3.63580 -1.040
F -1.13710 -2.30670 -2.58820 0.006
C -0.52750 4.69410 1.64120 -1.133
Te 0.91000 3.07900 1.54720 0.474
C 2.16030 4.86660 1.44950 -0.895
C 1.54250 5.58520 2.59530 0.777
C 2.25400 6.24710 3.58450 -0.930
C 1.58260 6.90560 4.60190 -0.611
C 0.19890 6.89760 4.64190 -0.572
C -0.52040 6.20270 3.68410 -0.869
C 0.14340 5.54410 2.66300 0.964
H -1.51520 4.36830 1.95860 0.424
H -0.58640 5.17730 0.66160 0.366
H 1.99210 5.38160 0.50100 0.294
H 3.21860 4.67160 1.58990 0.532
H 3.33350 6.24740 3.56850 0.420
H 2.13700 7.42430 5.37010 0.406
H -0.32540 7.41130 5.43350 0.399
H -1.59930 6.16100 3.73390 0.434
C 4.64870 0.40270 -3.31580 -1.264
C 4.02910 1.25230 -2.26220 1.097
C 4.06140 2.65300 -2.31570 -1.446
C 3.47560 3.33600 -1.26830 -0.055
N 2.89600 2.71070 -0.25260 0.108
C 2.90790 1.36930 -0.29190 -0.301
S 2.18580 0.59840 1.03160 -0.265
N 3.44870 0.63070 -1.25380 -0.263
H 5.72870 0.53920 -3.30630 0.434
H 4.28200 0.68340 -4.30060 0.334
H 4.42310 -0.64370 -3.12750 0.123
H 4.52170 3.16930 -3.14290 0.465
H 3.47320 4.41770 -1.22740 0.424
```

Charge: 0
E_HOMO: -0.2537 Eh
Frontier orbital gap: 5.184 eV
Strongest force on any atom: 1.6 eV/A
Lowest unoccupied orbital energy: -1.72 eV
Energy above the lowest of the compared OMol25 structures with the same formula, charge and spin: 99.1 kJ/mol